# C36H41FLuN3O3S4SbSe

C36H41FLuN3O3S4SbSe as an isolated structure at a distorted geometry (ωB97M-V/def2-TZVPD, the OMol25 dataset).

Last column: Löwdin charge in e.
CARTESIAN COORDINATES (ANGSTROEM)
Lu 9.20250 -9.81799 16.49207  1.2077
C 4.66952 -7.32305 14.63067  -0.0841
C 5.43543 -8.53088 15.11300  -0.2706
C 6.35738 -9.16526 14.27096  -0.1019
C 7.09853 -10.28273 14.70224  -0.2022
C 6.75581 -10.86577 15.93070  -0.2031
C 5.82468 -10.23157 16.75763  -0.1136
C 5.15681 -9.07196 16.37111  -0.0689
H 4.01067 -7.63938 13.79856  0.0880
H 5.32906 -6.57895 14.16464  -0.0341
H 4.00729 -6.88245 15.40954  0.0711
H 6.53553 -8.71614 13.28137  0.0364
H 7.87664 -10.71509 14.04409  0.0122
H 7.16122 -11.81524 16.25292  0.0923
H 5.55830 -10.71128 17.70522  0.1051
H 4.36337 -8.65420 17.00519  0.1072
S 8.91848 -9.64439 11.90729  -0.4084
Sb 9.23414 -7.34468 12.65850  0.1763
S 10.84747 -8.37158 15.10819  -0.1891
S 8.99766 -7.47243 15.21353  -0.2629
S 7.23189 -6.06785 12.57111  -0.4189
C 14.40612 -15.11901 17.07166  -0.0466
C 13.10605 -15.73997 16.57451  -0.3270
C 13.51640 -16.67970 15.40614  -0.1359
C 12.29470 -17.26234 14.66294  -0.1333
C 11.27253 -16.21396 14.32096  -0.1565
C 10.46775 -16.38226 13.22911  0.0483
C 9.54915 -15.36474 12.93561  -0.2214
F 8.68599 -15.48218 11.88696  0.0556
C 9.50685 -14.17442 13.62840  0.0981
C 10.33573 -13.98156 14.72576  -0.0617
C 10.19097 -12.85379 15.56262  -0.2178
O 9.59902 -11.74417 15.14032  -0.1327
C 10.72014 -12.86313 16.88152  -0.0214
C 11.62794 -13.87212 17.16596  0.0634
N 12.01733 -14.82235 16.26481  0.0219
C 11.21662 -15.02285 15.08890  -0.0280
C 10.26042 -11.64006 17.59152  -0.6410
O 11.02152 -10.58999 17.56662  -0.1636
O 9.05544 -11.56637 18.03282  -0.0932
H 15.11933 -15.92489 17.20594  0.0824
H 14.26002 -14.60770 18.01502  0.0679
H 14.78903 -14.37676 16.35855  0.1016
H 12.74490 -16.45614 17.34006  0.1553
H 14.05649 -17.54055 15.81146  0.1185
H 14.15600 -16.11112 14.72003  0.1274
H 11.82335 -18.05679 15.28262  0.1316
H 12.58416 -17.77204 13.75202  0.1100
H 10.56202 -17.29730 12.58707  0.1494
H 8.83654 -13.34615 13.37132  0.1516
H 12.15325 -13.88922 18.09902  0.1360
C 12.66521 -5.69673 21.02317  -0.1261
C 11.83252 -4.51152 20.64642  -0.2693
C 11.83104 -4.23172 19.12466  -0.1925
C 11.19304 -5.21845 18.18044  -0.1639
N 9.74105 -5.33680 18.22200  0.0065
C 8.97811 -6.37861 18.64788  -0.6577
Se 9.62698 -8.08491 18.99904  0.6798
N 7.65752 -6.07260 18.57686  0.0039
C 6.57215 -6.98340 19.00744  -0.1620
C 6.44068 -7.00858 20.52650  -0.2061
C 5.82623 -5.75137 21.18663  -0.2537
C 4.33094 -5.56865 20.90395  -0.1192
C 7.56308 -4.77888 18.01809  -0.1467
C 6.46405 -4.08145 17.54296  0.0045
C 6.69282 -2.95716 16.75967  -0.0707
C 7.98573 -2.57787 16.42772  -0.0835
C 9.07343 -3.25765 16.91841  -0.0069
C 8.84434 -4.34197 17.74964  -0.1386
H 12.63166 -5.86983 22.11556  0.0761
H 13.72975 -5.61847 20.76337  0.0761
H 12.31933 -6.59955 20.48257  0.0597
H 12.27953 -3.63062 21.12578  0.1009
H 10.79041 -4.53073 20.99431  0.1073
H 12.88501 -4.20863 18.83174  0.1146
H 11.40348 -3.22774 18.91644  0.1128
H 11.59638 -6.21357 18.32752  0.0803
H 11.47874 -4.92545 17.13601  0.1471
H 6.91495 -8.00379 18.70397  0.0751
H 5.61989 -6.72642 18.50569  0.1226
H 7.44776 -7.25423 20.93389  0.0893
H 5.82582 -7.91569 20.74332  0.1221
H 6.43320 -4.89288 20.84424  0.1036
H 5.96320 -5.78901 22.28648  0.1045
H 4.12695 -5.27720 19.88174  0.0488
H 3.90663 -4.79438 21.57955  0.0730
H 3.73091 -6.48024 21.12603  0.0800
H 5.49621 -4.47675 17.78579  0.0980
H 5.88209 -2.38717 16.33462  0.1026
H 8.19051 -1.75378 15.72876  0.1159
H 10.06228 -3.01238 16.56041  0.1150

The value obtained for the total energy is -200179.9945 eV. As for the maximum force: 5.1 eV/A. Its charge is -1.

***

# C36H41IrN4OPS4

C36H41IrN4OPS4 as an isolated structure at a distorted geometry (ωB97M-V/def2-TZVPD, the OMol25 dataset).

Last column: Löwdin charge in e.
CARTESIAN COORDINATES (ANGSTROEM)
Ir -0.05198 -0.28219 0.33105  0.7006
C 5.69851 -4.36465 1.21553  0.0290
C 4.93136 -3.08581 1.27981  -0.2141
C 5.44537 -1.88308 1.68896  0.0547
C 4.59806 -0.77653 1.74182  -0.2645
N 3.29213 -0.85328 1.42766  0.1119
C 2.81679 -2.00379 0.98331  -0.6751
S 1.19590 -2.26437 0.42832  0.6665
N 3.62715 -3.09780 0.91921  0.1245
C 5.11976 0.55814 2.16787  -0.0001
H 6.15913 -4.56268 2.18331  0.1122
H 6.50748 -4.27503 0.48870  0.1146
H 5.07296 -5.21156 0.93955  0.0972
H 6.48709 -1.80235 1.96681  0.1482
H 3.22771 -3.95929 0.56464  0.1559
H 5.43480 0.52524 3.21363  0.1046
H 4.37214 1.33433 2.02485  0.0816
H 6.01033 0.81042 1.58850  0.1030
C -1.77954 0.94449 4.23118  -0.0291
C -1.64146 0.78007 2.70511  -0.1719
N -0.33929 0.11750 2.35783  -0.3039
C -0.22626 -1.14738 3.15606  -0.1488
C -0.18735 -0.84307 4.67028  -0.0317
N -0.46137 0.61593 4.86046  -0.0765
C 0.63020 1.44056 4.23874  -0.0258
C 0.76597 1.04235 2.74993  -0.1146
H -2.52054 0.26829 4.65191  0.1496
H -2.04670 1.96272 4.50255  0.1505
H -1.66822 1.74169 2.20899  0.0749
H -2.45632 0.17729 2.32367  0.0731
H 0.68021 -1.65557 2.85775  0.0679
H -1.06760 -1.78266 2.89576  0.1023
H 0.78289 -1.06071 5.11068  0.1463
H -0.94659 -1.40011 5.21367  0.1489
H -0.50383 0.82416 5.85888  0.2040
H 1.54673 1.25127 4.79234  0.1455
H 0.36105 2.48667 4.36532  0.1483
H 1.70544 0.53441 2.54662  0.0963
H 0.70989 1.92108 2.11105  0.1301
S -2.02180 -1.54062 0.30514  0.3674
P -2.98948 0.08436 -0.47345  0.2983
S -1.55894 1.50646 -0.35375  0.4158
C -4.44069 0.53751 0.47859  -0.3983
C -4.59481 1.81426 1.01642  -0.1082
C -5.79441 2.16306 1.62755  -0.0531
C -6.82676 1.23965 1.70637  -0.0385
C -6.66940 -0.03927 1.18091  -0.0416
C -5.48503 -0.39079 0.55829  -0.0704
C -3.60053 -0.25550 -2.11230  -0.3954
C -4.13954 0.81518 -2.83307  -0.0779
C -4.74417 0.57858 -4.05364  -0.0479
C -4.82456 -0.72022 -4.55006  -0.0393
C -4.29825 -1.78235 -3.83051  -0.0576
C -3.67898 -1.55510 -2.60669  -0.1052
H -3.79674 2.54354 0.93378  0.0786
H -5.92659 3.16131 2.02457  0.1175
H -7.76661 1.52047 2.16374  0.1226
H -7.47855 -0.75500 1.24173  0.1224
H -5.37826 -1.37945 0.12494  0.1162
H -4.09214 1.82567 -2.43973  0.1167
H -5.17494 1.40047 -4.61085  0.1214
H -5.30967 -0.90044 -5.50074  0.1224
H -4.37854 -2.79224 -4.21160  0.1212
H -3.26803 -2.38602 -2.04687  0.0831
O 1.47530 0.97220 -0.45738  -0.7294
S 1.29944 1.87273 -1.70432  1.0624
C 0.44541 0.80415 -2.83867  -0.4386
C 0.48208 -0.56614 -2.60585  -0.1314
C -0.23399 -1.40826 -3.44738  -0.0382
C -0.96808 -0.87442 -4.49957  -0.0451
C -1.00601 0.49839 -4.70467  -0.0274
C -0.29985 1.35407 -3.86461  -0.0669
C 2.93544 1.87551 -2.40384  -0.3701
C 3.99517 1.35869 -1.67747  -0.0696
C 5.26395 1.40159 -2.24271  -0.0543
C 5.45242 1.96051 -3.49782  -0.0407
C 4.37586 2.48862 -4.20172  -0.0377
C 3.10560 2.46222 -3.65154  -0.0625
H 1.11889 -0.98465 -1.82988  0.0389
H -0.20062 -2.47950 -3.29322  0.1258
H -1.51323 -1.53299 -5.16257  0.1218
H -1.59907 0.91059 -5.51095  0.1263
H -0.34700 2.42817 -4.00589  0.1260
H 3.82423 0.92825 -0.69982  0.0810
H 6.10986 1.00456 -1.69657  0.1102
H 6.44350 1.99246 -3.93061  0.1219
H 4.52669 2.92786 -5.17896  0.1244
H 2.26939 2.88713 -4.19500  0.1165

The value obtained for the total energy is -101452.8491 eV. As for the maximum force: 1.9 eV/A. Its charge is +3.